Record 1
{"formula": "C29H63FO24S6", "method": "ωB97M-V/def2-TZVPD", "homo_ev": -10.37, "energy_ev": -147958.2078, "spin_multiplicity": 1, "homo_lumo_gap_ev": 10.62, "total_charge": 0, "species": ["C", "C", "O", "O", "C", "C", "C", "C", "C", "O", "C", "O", "O", "C", "C", "C", "O", "F", "H", "H", "H", "H", "H", "H", "H", "H", "H", "H", "H", "H", "H", "H", "H", "C", "C", "O", "S", "C", "O", "O", "H", "H", "H", "H", "H", "H", "H", "H", "C", "C", "O", "S", "C", "O", "O", "H", "H", "H", "H", "H", "H", "H", "H", "C", "C", "O", "S", "C", "O", "O", "H", "H", "H", "H", "H", "H", "H", "H", "C", "C", "O", "S", "C", "O", "O", "H", "H", "H", "H", "H", "H", "H", "H", "C", "C", "O", "S", "C", "O", "O", "H", "H", "H", "H", "H", "H", "H", "H", "C", "C", "O", "S", "C", "O", "O", "H", "H", "H", "H", "H", "H", "H", "H"], "coordinates": [[6.63258, -0.78716, 1.60835], [6.44628, 0.65862, 2.36709], [6.04381, 0.62303, 3.56855], [6.81278, 1.79703, 1.61528], [6.04596, 2.97640, 1.93344], [4.92424, 3.37495, 0.84186], [4.00559, 2.14963, 0.34787], [2.47616, 2.38281, 0.86479], [1.61904, 1.01119, 0.83708], [1.12124, 0.55003, -0.45409], [0.05604, 1.49830, -0.71537], [-0.37164, 1.75564, -1.87250], [-0.43304, 2.09987, 0.49272], [0.20185, 1.29391, 1.52450], [0.18204, 1.83593, 3.05069], [1.20407, 0.90402, 3.88238], [2.34287, 1.32551, 4.17751], [0.75512, -0.42514, 4.23431], [5.84708, -0.86621, 0.78254], [6.59239, -1.66650, 2.37082], [7.70284, -0.75135, 1.16395], [6.79441, 3.86304, 1.94493], [5.53773, 2.98735, 2.95401], [4.24116, 4.14759, 1.37369], [5.41371, 3.91213, -0.05681], [4.00689, 2.19200, -0.81096], [4.37943, 1.11200, 0.65681], [2.03068, 3.19677, 0.17070], [2.46789, 2.84014, 1.92506], [2.28293, 0.20577, 1.32483], [-0.43309, 0.33861, 1.60496], [0.54310, 2.91602, 3.13606], [-0.88397, 1.75697, 3.47831], [-5.59711, -2.13551, 0.18270], [-4.83057, -2.92119, -0.86346], [-3.50485, -2.41897, -1.03006], [-2.38234, -2.81189, 0.06749], [-0.97277, -2.28571, -0.86757], [-2.33962, -4.24448, 0.20210], [-2.52413, -1.94341, 1.20738], [-5.17985, -2.29686, 1.17864], [-6.64527, -2.44115, 0.20196], [-5.54277, -1.06249, -0.02097], [-4.81415, -3.98809, -0.62290], [-5.33220, -2.81588, -1.82905], [-0.89338, -2.90121, -1.76290], [-0.08837, -2.41604, -0.24304], [-1.09339, -1.23403, -1.12716], [-3.66241, -0.87078, -3.74241], [-2.46660, 0.01044, -4.04431], [-2.02163, -0.15033, -5.39120], [-2.84627, 0.58814, -6.57090], [-1.63749, 0.37655, -7.84820], [-2.95056, 1.99058, -6.26221], [-3.99923, -0.20875, -6.89834], [-4.54407, -0.54405, -4.29889], [-3.90235, -0.83797, -2.67840], [-3.46370, -1.90634, -4.03143], [-2.68527, 1.06038, -3.83036], [-1.63550, -0.28345, -3.39874], [-0.73869, 0.93016, -7.57876], [-2.05675, 0.76965, -8.77489], [-1.42242, -0.68582, -7.95821], [5.09722, -5.94995, 6.93273], [4.72207, -5.97634, 5.46299], [3.99643, -4.80765, 5.08652], [4.81728, -3.43383, 4.84027], [3.51835, -2.53486, 4.03977], [5.86856, -3.67494, 3.88462], [5.07406, -2.82281, 6.11694], [5.83033, -5.16654, 7.13705], [5.52989, -6.90596, 7.23703], [4.22116, -5.74248, 7.55248], [5.60588, -6.10481, 4.83124], [4.06560, -6.82982, 5.27600], [3.27765, -3.02651, 3.09769], [3.87794, -1.52122, 3.85391], [2.65035, -2.50722, 4.69773], [-5.15017, -8.05018, 3.06259], [-5.82200, -7.55057, 1.79761], [-7.12454, -7.03263, 2.06540], [-7.25004, -5.55067, 2.70376], [-8.98297, -5.33206, 2.41078], [-6.52030, -4.62301, 1.87887], [-7.03443, -5.63841, 4.12360], [-4.91813, -7.22310, 3.73711], [-4.21643, -8.56516, 2.82504], [-5.80652, -8.73549, 3.60511], [-5.20412, -6.80404, 1.28989], [-5.95057, -8.38678, 1.10585], [-9.16095, -5.32343, 1.33613], [-9.27890, -4.37789, 2.84790], [-9.52722, -6.14555, 2.88935], [-2.45884, 4.10510, -9.06393], [-1.96759, 3.36139, -10.29132], [-2.08689, 4.15620, -11.46990], [-0.98148, 5.30748, -11.74080], [-1.39719, 5.61511, -13.43467], [0.33082, 4.71786, -11.68557], [-1.32590, 6.47062, -10.96687], [-1.80209, 4.94430, -8.82428], [-2.48902, 3.44090, -8.19647], [-3.45792, 4.51476, -9.23288], [-0.93767, 3.01613, -10.15896], [-2.58778, 2.47417, -10.44466], [-1.19358, 4.71718, -14.01673], [-0.77696, 6.43967, -13.78738], [-2.45005, 5.88864, -13.49566], [3.18800, 3.38331, 6.25611], [3.53351, 4.69390, 6.93502], [3.61295, 5.76395, 5.99351], [2.23641, 6.41780, 5.44983], [2.95467, 7.86029, 4.71519], [1.43391, 6.82135, 6.57429], [1.71067, 5.58289, 4.39996], [2.16941, 3.40208, 5.86298], [3.26333, 2.55162, 6.96028], [3.85665, 3.19601, 5.41234], [2.81995, 4.92786, 7.73049], [4.51826, 4.60845, 7.40104], [3.40602, 8.46763, 5.49865], [2.15772, 8.41688, 4.22103], [3.70065, 7.55003, 3.98417]], "lowdin_charge": [0.0087, -0.3985, 0.0292, -0.0536, -0.1839, -0.1566, -0.1569, -0.1061, -0.2126, 0.0211, -0.3704, 0.1029, 0.0463, -0.2232, 0.0096, -0.2734, 0.0856, 0.0190, 0.0772, 0.0825, 0.0938, 0.1379, 0.1225, 0.1174, 0.1176, 0.1261, 0.0966, 0.1439, 0.1185, 0.1720, 0.1648, 0.1301, 0.1452, -0.0805, -0.2626, -0.2968, 0.6060, -0.1126, -0.2774, -0.2845, 0.0675, 0.0753, 0.0849, 0.1132, 0.1208, 0.0802, 0.0772, 0.0532, -0.0694, -0.2608, -0.2581, 0.6072, -0.1178, -0.2842, -0.2797, 0.0764, 0.0648, 0.0920, 0.1200, 0.1061, 0.0803, 0.0574, 0.0765, -0.0765, -0.2719, -0.2649, 0.6048, -0.1201, -0.2932, -0.2736, 0.0715, 0.0800, 0.0854, 0.1150, 0.1222, 0.0758, 0.0626, 0.0713, -0.0745, -0.2676, -0.2646, 0.6098, -0.1208, -0.2830, -0.2750, 0.0725, 0.0814, 0.0850, 0.1139, 0.1228, 0.0740, 0.0772, 0.0752, -0.0606, -0.2788, -0.2647, 0.6048, -0.1245, -0.2825, -0.2801, 0.0771, 0.0527, 0.0916, 0.1145, 0.1155, 0.0737, 0.0765, 0.0747, -0.0831, -0.2629, -0.2650, 0.6020, -0.1217, -0.2772, -0.2968, 0.0600, 0.0896, 0.0752, 0.1167, 0.1246, 0.0754, 0.0773, 0.0733]}


Record 2
{"formula": "C29H63FO9", "method": "ωB97M-V/def2-TZVPD", "homo_ev": -9.86, "energy_ev": -52231.8704, "spin_multiplicity": 1, "relative_energy_ev": 7.415, "homo_lumo_gap_ev": 8.89, "total_charge": 0, "species": ["C", "C", "C", "C", "C", "C", "C", "C", "C", "F", "C", "O", "O", "C", "O", "H", "H", "H", "H", "H", "H", "H", "H", "H", "H", "H", "H", "H", "H", "H", "C", "C", "C", "O", "H", "H", "H", "H", "H", "H", "H", "H", "C", "C", "C", "O", "H", "H", "H", "H", "H", "H", "H", "H", "C", "C", "C", "O", "H", "H", "H", "H", "H", "H", "H", "H", "C", "C", "C", "O", "H", "H", "H", "H", "H", "H", "H", "H", "C", "C", "C", "O", "H", "H", "H", "H", "H", "H", "H", "H", "C", "C", "C", "O", "H", "H", "H", "H", "H", "H", "H", "H"], "coordinates": [[2.45144, 1.10846, 3.73394], [1.75387, 0.58758, 2.33287], [2.20488, 1.47358, 1.04274], [0.99853, 2.27844, 0.37016], [1.66149, 3.40402, -0.69842], [-0.05582, 3.15840, 1.21706], [-1.42226, 2.74686, 1.72047], [-2.16101, 1.32086, 1.77449], [-1.70454, 0.16182, 0.73320], [-1.82172, 0.78562, 3.16336], [-2.10754, 4.23883, 2.01485], [-3.16405, 4.67770, 1.28291], [-1.11603, 5.03368, 2.70604], [0.07793, 4.65975, 1.94106], [1.20628, 5.25044, 2.36843], [2.12592, 2.22309, 3.91671], [1.99860, 0.44810, 4.59733], [3.61982, 1.01886, 3.74693], [2.12223, -0.52548, 2.13602], [0.58875, 0.61028, 2.38850], [3.10379, 2.18825, 1.25120], [2.59773, 0.70412, 0.21906], [0.41932, 1.56722, -0.36669], [1.19665, 4.47046, -0.52464], [2.82127, 3.42352, -0.61276], [1.40071, 3.12163, -1.81452], [-3.31901, 1.46190, 1.81826], [-1.63027, 0.60910, -0.34203], [-0.73986, -0.45007, 1.01673], [-2.59892, -0.62153, 0.71314], [4.95633, -4.23175, 2.72740], [3.67267, -3.47124, 3.01962], [2.45049, -4.35766, 2.84079], [3.57668, -2.35202, 2.14249], [4.97226, -4.59075, 1.69224], [5.82681, -3.57798, 2.84815], [5.06751, -5.09038, 3.39676], [3.69945, -3.08355, 4.04377], [2.37743, -4.72119, 1.80958], [1.53331, -3.79384, 3.04227], [2.48652, -5.22016, 3.51343], [3.55236, -2.68674, 1.23061], [-6.37566, 0.57394, 2.38042], [-6.20248, -0.51222, 1.33075], [-7.35304, -1.50542, 1.36604], [-4.97655, -1.20132, 1.56195], [-6.39517, 0.14518, 3.38863], [-5.53414, 1.27448, 2.35160], [-7.30268, 1.13315, 2.22054], [-6.13986, -0.05674, 0.33650], [-7.40728, -2.00805, 2.33831], [-7.20884, -2.28835, 0.61375], [-8.30941, -1.00861, 1.17588], [-5.02306, -1.60899, 2.44274], [6.83407, 5.01521, -3.06118], [5.59919, 4.12829, -3.05938], [4.60171, 4.56506, -4.12037], [4.97950, 4.18408, -1.77716], [6.56983, 6.05551, -2.84058], [7.53760, 4.69675, -2.28442], [7.34268, 4.98172, -4.02960], [5.89286, 3.08794, -3.23637], [4.25818, 5.58946, -3.93740], [3.71265, 3.92565, -4.09926], [5.04335, 4.51821, -5.12058], [4.71541, 5.10436, -1.61139], [-1.16629, -4.35013, -1.91716], [-1.27474, -2.86626, -1.60425], [-2.65311, -2.32622, -1.95051], [-0.28832, -2.15377, -2.34625], [-1.32257, -4.53793, -2.98535], [-0.16514, -4.72234, -1.67444], [-1.90208, -4.92804, -1.34948], [-1.06998, -2.69822, -0.54135], [-2.86222, -2.44218, -3.01996], [-2.71274, -1.25464, -1.73176], [-3.43355, -2.84349, -1.38396], [-0.46223, -2.29725, -3.29141], [-2.75201, -4.48008, 5.04345], [-3.90655, -4.52933, 4.05545], [-3.41293, -4.42957, 2.62094], [-4.80278, -3.45380, 4.32233], [-2.20490, -3.53433, 4.96018], [-3.12316, -4.54046, 6.07221], [-2.05242, -5.30449, 4.87444], [-4.46531, -5.46208, 4.18836], [-2.88923, -3.48196, 2.45162], [-4.25544, -4.45378, 1.92144], [-2.73306, -5.25237, 2.37925], [-4.31518, -2.62130, 4.20678], [0.42246, 3.02564, -7.08637], [1.71548, 2.50332, -6.48072], [2.27928, 1.34684, -7.29073], [1.47012, 2.06932, -5.14555], [-0.34593, 2.24463, -7.10349], [0.02173, 3.84954, -6.48608], [0.58124, 3.38206, -8.10882], [2.45240, 3.31232, -6.43207], [1.57677, 0.50614, -7.31514], [3.20308, 0.97294, -6.83630], [2.49365, 1.65280, -8.31936], [0.81674, 1.35090, -5.17893]], "lowdin_charge": [-0.1262, -0.2349, -0.1811, -0.2642, -0.0642, 0.0406, 0.0550, -0.1857, -0.0601, -0.1309, -0.1880, 0.0025, 0.0398, -0.1847, 0.0126, 0.0778, 0.0768, 0.0821, 0.0932, 0.0761, 0.1231, 0.1368, 0.1310, 0.0841, 0.0663, 0.0867, 0.1386, 0.0950, 0.0973, 0.0802, -0.0662, -0.4987, -0.0657, -0.0769, 0.0812, 0.0814, 0.0805, 0.1416, 0.0799, 0.0775, 0.0802, 0.0967, -0.0541, -0.4939, -0.0597, -0.0780, 0.0865, 0.0633, 0.0848, 0.1410, 0.0839, 0.0802, 0.0815, 0.0655, -0.0679, -0.4994, -0.0639, -0.0704, 0.0813, 0.0803, 0.0794, 0.1406, 0.0837, 0.0701, 0.0801, 0.0950, -0.0636, -0.5085, -0.0631, -0.0631, 0.0819, 0.0799, 0.0792, 0.1284, 0.0830, 0.0626, 0.0820, 0.0908, -0.0627, -0.4959, -0.0666, -0.0634, 0.0823, 0.0815, 0.0803, 0.1413, 0.0772, 0.0810, 0.0803, 0.0827, -0.0662, -0.5085, -0.0661, -0.0693, 0.0807, 0.0817, 0.0806, 0.1311, 0.0802, 0.0805, 0.0805, 0.0902]}